Entry 1:
{"formula": "C18H33AlBeClCsF6IN2NaO14P2S", "method": "wB97M-V/def2-TZVPD", "symbols": ["O", "S", "O", "O", "C", "C", "C", "P", "I", "P", "O", "Cl", "H", "H", "H", "H", "H", "H", "H", "H", "H", "H", "F", "C", "C", "O", "C", "O", "O", "C", "H", "H", "H", "H", "H", "H", "H", "H", "C", "C", "O", "C", "O", "O", "F", "H", "H", "H", "Na", "N", "C", "C", "C", "C", "H", "H", "H", "H", "H", "Be", "C", "O", "O", "O", "C", "O", "N", "C", "C", "H", "H", "H", "H", "H", "H", "H", "F", "Al", "F", "F", "F", "Cs"], "coordinates": [[2.677, 2.056, 1.141], [2.827, 0.916, 0.247], [4.115, 0.229, 0.252], [2.505, 1.459, -1.218], [1.509, -0.243, 0.526], [0.395, 0.381, 1.409], [-0.994, -0.002, 0.939], [-1.455, 0.864, -0.581], [-1.707, -1.553, -1.869], [-1.415, 3.092, 0.144], [0.157, 3.465, -0.157], [-1.507, 3.010, 2.202], [2.641, 2.412, -1.195], [1.130, -0.516, -0.470], [1.986, -1.122, 0.973], [0.526, 0.038, 2.448], [0.531, 1.455, 1.451], [-0.989, -1.047, 0.659], [-1.770, 0.096, 1.716], [-0.451, 1.195, -1.479], [-2.777, 1.091, -0.951], [0.739, 3.424, 0.606], [2.305, -1.856, 2.992], [-7.555, -6.450, -1.000], [-7.102, -5.034, -0.727], [-5.706, -4.847, -1.032], [-5.432, -4.681, -2.324], [-6.229, -4.658, -3.224], [-4.114, -4.536, -2.454], [-3.671, -4.387, -3.805], [-6.919, -7.162, -0.472], [-8.585, -6.583, -0.668], [-7.503, -6.674, -2.065], [-7.188, -4.796, 0.331], [-7.697, -4.310, -1.282], [-4.216, -3.591, -4.308], [-3.791, -5.320, -4.356], [-2.618, -4.126, -3.750], [-5.922, 2.466, -3.770], [-4.660, 1.704, -4.153], [-3.950, 1.695, -2.922], [-4.875, 1.760, -1.917], [-4.584, 1.510, -0.778], [-6.047, 2.113, -2.385], [-3.913, 2.327, -5.094], [-5.799, 3.544, -3.856], [-6.808, 2.167, -4.317], [-4.832, 0.673, -4.470], [-0.720, -2.225, 2.245], [4.493, 3.217, -3.463], [4.329, 3.490, -4.794], [5.171, 4.520, -5.117], [5.870, 4.880, -3.931], [5.432, 4.058, -2.927], [4.001, 2.505, -2.957], [3.632, 2.931, -5.395], [5.276, 4.966, -6.092], [6.614, 5.659, -3.838], [5.707, 4.000, -1.888], [7.986, 6.788, -5.198], [4.192, -1.188, 4.089], [4.948, -0.256, 4.335], [4.518, -2.346, 3.707], [2.888, -1.071, 4.081], [6.382, -2.609, 7.752], [5.960, -3.653, 7.318], [7.400, -1.917, 7.160], [7.906, -0.667, 7.691], [7.983, -2.474, 5.956], [5.996, -2.121, 8.660], [7.768, 0.134, 6.958], [8.969, -0.773, 7.928], [7.373, -0.387, 8.596], [7.208, -2.562, 5.179], [8.390, -3.466, 6.157], [8.766, -1.818, 5.594], [-8.039, 4.033, -2.876], [-8.900, 4.219, -1.428], [-7.814, 4.587, -0.213], [-9.675, 2.780, -1.085], [-10.008, 5.449, -1.609], [8.734, -0.332, 4.412]], "homo_ev": -8.17, "lumo_energy_ev": -2.3658, "homo_lumo_gap_ev": 5.80, "de_lowest_kcal_mol": 0.0}

Entry 2:
{"formula": "C18H33B10F40N6", "method": "wB97M-V/def2-TZVPD", "symbols": ["C", "C", "N", "C", "C", "N", "C", "C", "H", "H", "H", "H", "H", "H", "H", "H", "H", "H", "H", "C", "C", "N", "C", "C", "N", "C", "C", "H", "H", "H", "H", "H", "H", "H", "H", "H", "H", "H", "C", "C", "N", "C", "C", "N", "C", "C", "H", "H", "H", "H", "H", "H", "H", "H", "H", "H", "H", "B", "F", "F", "F", "F", "B", "F", "F", "F", "F", "B", "F", "F", "F", "F", "B", "F", "F", "F", "F", "B", "F", "F", "F", "F", "B", "F", "F", "F", "F", "B", "F", "F", "F", "F", "B", "F", "F", "F", "F", "B", "F", "F", "F", "F", "B", "F", "F", "F", "F"], "coordinates": [[17.502, -10.138, 1.169], [16.585, -11.126, 1.711], [17.408, -12.004, 2.590], [18.042, -11.790, 3.764], [18.511, -13.003, 4.202], [18.264, -14.003, 3.258], [17.755, -13.250, 2.214], [18.763, -15.387, 3.221], [18.104, -9.485, 1.801], [17.108, -9.503, 0.376], [18.332, -10.641, 0.673], [16.282, -11.714, 0.845], [15.674, -10.650, 2.073], [18.058, -10.782, 4.151], [19.161, -13.217, 5.038], [17.254, -13.738, 1.391], [18.086, -16.152, 3.602], [19.689, -15.338, 3.794], [19.092, -15.636, 2.212], [8.820, 2.864, 4.454], [8.907, 1.591, 3.727], [10.283, 0.985, 3.967], [11.495, 1.567, 4.447], [12.492, 0.604, 4.532], [11.922, -0.507, 3.958], [10.562, -0.364, 3.700], [12.776, -1.756, 3.677], [9.576, 3.575, 4.122], [8.858, 2.904, 5.543], [7.850, 3.304, 4.222], [8.779, 1.891, 2.687], [8.308, 0.768, 4.117], [11.671, 2.631, 4.500], [13.532, 0.743, 4.788], [9.962, -0.950, 3.019], [13.362, -1.518, 2.789], [12.240, -2.704, 3.699], [13.556, -1.790, 4.438], [13.108, -18.831, 7.889], [12.388, -17.519, 8.418], [13.210, -16.821, 9.395], [13.941, -17.342, 10.395], [14.583, -16.360, 11.120], [14.259, -15.112, 10.596], [13.495, -15.481, 9.472], [14.644, -13.791, 11.027], [12.607, -19.306, 7.046], [13.304, -19.623, 8.611], [14.097, -18.604, 7.491], [11.463, -17.851, 8.889], [11.995, -16.862, 7.642], [14.052, -18.416, 10.412], [15.156, -16.450, 12.031], [13.011, -14.724, 8.872], [13.786, -13.137, 11.182], [15.313, -13.381, 10.271], [15.164, -13.961, 11.970], [18.531, -23.078, 9.641], [19.198, -21.882, 9.342], [17.729, -23.440, 8.684], [19.535, -24.019, 9.940], [17.790, -22.859, 10.763], [8.530, -11.222, 4.724], [9.636, -11.135, 3.905], [7.495, -10.515, 4.221], [8.172, -12.459, 4.806], [8.791, -10.794, 5.977], [13.155, -10.142, -6.026], [12.268, -10.377, -7.009], [14.209, -9.525, -6.586], [12.587, -9.256, -5.214], [13.401, -11.241, -5.331], [23.901, -12.675, -0.207], [24.984, -12.810, -1.037], [22.804, -12.338, -0.933], [23.662, -13.811, 0.512], [24.192, -11.607, 0.688], [17.484, -4.689, 9.893], [16.294, -4.800, 9.319], [17.675, -3.437, 10.279], [17.631, -5.534, 11.041], [18.424, -5.026, 9.040], [24.047, -6.273, -4.211], [24.150, -5.769, -5.470], [25.052, -5.853, -3.453], [22.786, -6.106, -3.654], [24.501, -7.611, -4.135], [12.288, -3.123, -3.199], [12.383, -3.945, -2.093], [13.268, -3.719, -4.051], [11.174, -3.198, -3.992], [12.691, -1.749, -3.071], [23.909, -16.447, 10.600], [24.602, -16.049, 11.607], [24.065, -17.853, 10.690], [22.489, -16.168, 10.605], [24.556, -16.091, 9.388], [23.647, -4.730, 2.439], [24.897, -4.784, 1.875], [22.918, -5.842, 1.880], [23.877, -5.020, 3.712], [23.097, -3.495, 2.135], [13.182, -18.993, 0.206], [12.248, -19.971, 0.392], [13.029, -18.435, -1.034], [13.131, -18.163, 1.310], [14.391, -19.612, -0.004]], "total_charge": -7, "homo_ev": 1.32, "lumo_energy_ev": 4.5938, "homo_lumo_gap_ev": 3.27, "de_lowest_kcal_mol": 0.0}

Entry 3:
{"formula": "C18H33BrF6NbO4S", "method": "wB97M-V/def2-TZVPD", "symbols": ["C", "C", "Nb", "C", "Br", "C", "C", "C", "C", "C", "C", "C", "S", "H", "H", "H", "H", "H", "H", "H", "H", "H", "H", "H", "H", "H", "H", "H", "H", "H", "H", "H", "H", "H", "H", "H", "C", "C", "O", "C", "O", "C", "F", "F", "F", "H", "H", "H", "H", "H", "C", "C", "O", "C", "O", "C", "F", "F", "F", "H", "H", "H", "H", "H"], "coordinates": [[-4.011, 3.843, 0.309], [-3.652, 2.574, 0.242], [-1.530, 2.088, 0.876], [-0.867, 3.918, -0.327], [-1.895, 3.433, 3.112], [-2.307, 0.226, 1.942], [-1.494, -0.217, 3.162], [-2.217, -1.391, 3.871], [-1.266, -2.009, 4.916], [0.668, 1.643, 1.236], [1.433, 2.588, 2.203], [1.699, 1.936, 3.592], [1.202, 2.907, 5.045], [-4.812, 4.179, 0.967], [-3.474, 4.611, -0.231], [-4.374, 1.819, -0.065], [-1.450, 1.063, -0.602], [-0.999, 4.869, 0.181], [0.191, 3.767, -0.552], [-1.358, 3.898, -1.300], [-3.301, 0.494, 2.316], [-2.470, -0.588, 1.234], [-0.513, -0.610, 2.906], [-1.455, 0.590, 3.890], [-3.148, -1.043, 4.303], [-2.388, -2.146, 3.109], [-1.830, -2.650, 5.592], [-0.748, -1.207, 5.435], [-0.528, -2.637, 4.422], [0.868, 0.613, 1.531], [1.156, 1.751, 0.268], [2.427, 2.718, 1.775], [1.014, 3.584, 2.288], [2.765, 1.774, 3.688], [1.234, 0.958, 3.587], [1.248, 4.179, 4.618], [-1.686, 1.141, -6.716], [-0.862, 2.028, -5.806], [-0.736, 1.460, -4.493], [0.149, 0.483, -4.357], [0.849, 0.035, -5.222], [0.183, 0.021, -2.894], [-1.043, -0.187, -2.412], [0.784, 0.934, -2.119], [0.865, -1.130, -2.752], [-2.659, 0.938, -6.268], [-1.834, 1.623, -7.682], [-1.196, 0.182, -6.881], [-1.360, 2.985, -5.666], [0.125, 2.229, -6.222], [2.052, -2.847, -0.770], [1.937, -4.253, -1.314], [3.224, -4.910, -1.377], [3.698, -5.387, -0.236], [3.169, -5.337, 0.835], [5.048, -6.077, -0.491], [5.861, -5.313, -1.241], [4.866, -7.244, -1.142], [5.678, -6.343, 0.657], [2.767, -2.270, -1.355], [1.087, -2.351, -0.802], [2.403, -2.848, 0.262], [1.571, -4.226, -2.338], [1.241, -4.857, -0.732]], "total_charge": -1, "homo_ev": -4.07, "lumo_energy_ev": 2.3564, "homo_lumo_gap_ev": 6.43, "de_lowest_kcal_mol": 0.0}